[1]
DFT (ωB97M-V/def2-TZVPD) results for a molecular structure, C22H43N2P3STc in a non-equilibrium geometry.

Output
E_tot = -2475.15628 Eh
charge = +4
highest occupied orbital energy (spin up / spin down) = -19.28 / -19.00 eV
HOMO-LUMO gap (spin up / spin down) = 5.2167 / 4.9843 eV
2S+1 = 4
energy relative to the best compared isomer or geometry (same formula, charge and spin) = 0.000 eV

Atoms and positions in Å:
C 2.0052 3.1584 2.0555
H 0.7992 3.5512 -0.9742
H 1.4533 2.9460 -2.5162
Tc 0.1804 0.4014 0.9778
C 2.6029 0.9096 3.6138
P 0.6768 1.1066 -1.1358
S -0.0900 -0.9111 -5.2276
H -2.3701 4.2241 0.6182
H -3.4522 0.3161 0.8918
H -0.9337 -3.5732 4.4673
C -0.8152 -2.4987 4.3813
H -1.2648 0.1619 -2.2733
C -0.7529 -0.2731 5.3079
H 1.9446 0.5964 -3.1472
C 0.4987 -3.4837 -5.8314
H 3.8501 -0.0801 1.0443
H 2.4241 2.8093 -1.0285
C -0.4545 0.1905 4.0327
C -0.7796 1.1446 -2.2629
C -1.8586 -3.9260 -7.2757
H -0.6057 4.1065 0.8122
H 4.4959 1.4835 1.6126
H -2.6618 1.5246 3.3059
H -3.2234 3.0664 2.5926
H 3.6710 1.3750 0.0260
H -1.2690 -0.2736 -5.5455
C 0.2357 -4.7482 -6.3641
C 1.4062 2.7650 -1.4330
C -0.9492 -4.9733 -7.0811
C -0.9296 -1.6567 5.5053
H 2.8261 0.0552 -1.6939
H -1.3727 3.5817 -0.7100
N -0.3462 -0.6039 2.9382
P 2.0932 1.3300 1.9076
H -2.7777 -4.0938 -7.8450
C -1.4862 3.6157 0.3769
H 1.9812 -1.4481 -0.1668
H 2.9240 3.5364 2.5261
H 0.9557 -5.5505 -6.2157
C -1.6016 -2.6592 -6.7437
P -1.6761 1.9354 1.1082
H -1.5088 1.8956 -1.9429
H -1.1589 -5.9649 -7.4897
C 1.1389 -1.4744 0.5314
H -1.0005 -2.0487 0.4416
H -3.0461 1.0070 -0.6955
H -0.8303 0.4306 6.1282
H -1.2654 -1.5306 7.5419
H 1.4640 -0.9051 -2.3258
C -0.4298 -2.4414 -5.9903
C 1.8377 0.1119 -2.1653
H 1.9027 1.3311 4.3447
H -0.2964 1.2680 3.8944
C 3.6787 1.0038 1.0564
H -4.0348 1.9491 0.4672
H 1.8815 3.6269 1.0738
H -1.3165 -3.1307 6.9103
H 2.6389 -0.1792 3.7415
H 1.4164 -3.2850 -5.2802
H -2.2916 -1.8326 -6.8908
H 1.1491 3.4267 2.6885
C -0.2069 -1.4560 -0.0310
C -0.5259 -1.9376 3.1363
H -0.2958 -1.4676 -1.1221
N -1.1906 -2.1457 6.7475
C -2.3515 2.4120 2.7422
C -3.1979 1.2407 0.3599
H -1.5961 2.9543 3.3226
H 1.3531 -2.1136 1.3947
H -0.4190 -2.5854 2.2706
H -0.4576 1.3785 -3.2877
H 3.6057 1.3240 3.7969

Cartesian forces, eV/Å:
C -0.79 -0.08 -0.44
H 0.21 -0.10 -0.14
H -0.04 -0.14 0.29
Tc -3.29 -1.59 3.96
C -0.71 -0.61 0.30
P 0.94 1.20 -3.67
S -0.84 -0.69 -0.75
H 0.20 -0.26 -0.06
H -0.05 0.14 -0.11
H -0.01 0.11 -0.03
C 0.41 0.35 -1.80
H 0.00 0.20 -0.01
C 0.43 0.88 -1.47
H -0.09 -0.02 0.38
C 0.64 -1.58 -0.13
H 0.03 0.21 0.01
H -0.22 0.05 -0.13
C -0.43 0.12 1.64
C -0.17 -0.14 0.20
C -0.54 1.57 0.16
H -0.23 -0.08 -0.08
H -0.23 -0.08 -0.18
H 0.01 0.21 -0.11
H 0.30 -0.20 -0.08
H 0.09 -0.07 0.23
H 0.68 -0.41 0.05
C 0.86 1.15 0.81
C -0.07 0.12 0.34
C 0.00 -0.33 -0.10
C -0.45 -0.74 2.22
H -0.20 0.01 -0.14
H -0.05 0.08 0.21
N 0.24 0.67 -1.17
P 3.42 0.66 0.24
H 0.37 0.08 0.20
C 0.09 -0.09 -0.07
H -0.31 0.16 0.26
H -0.15 -0.31 -0.10
H -0.17 0.17 -0.08
C -0.94 -1.00 -0.77
P -1.96 2.77 0.43
H 0.16 -0.16 -0.18
H 0.06 0.32 0.10
C -0.46 -1.73 -1.15
H -0.03 0.83 0.32
H -0.18 0.01 0.13
H 0.02 -0.06 -0.04
H -0.01 0.02 0.07
H 0.09 0.16 0.05
C -0.05 0.96 0.29
C 0.06 -0.23 0.28
H 0.27 -0.13 -0.15
H -0.11 -0.59 0.00
C -0.27 -0.09 -0.22
H 0.42 -0.08 0.04
H 0.07 0.00 0.26
H -0.03 -0.13 0.02
H 0.04 0.22 0.05
H -0.12 -0.22 -0.14
H -0.02 -0.26 -0.10
H 0.20 0.06 -0.08
C 3.05 -1.51 -0.22
C -0.32 -0.78 1.39
H 0.00 0.48 0.36
N 0.36 0.66 -1.81
C 0.26 -0.23 0.38
C 0.24 -0.56 -0.24
H -0.23 -0.01 -0.07
H -0.10 0.53 -0.11
H -0.10 0.07 0.31
H 0.06 0.06 0.39
H -0.32 -0.03 -0.28



[2]
DFT (ωB97M-V/def2-TZVPD) results for a molecular structure, C22H35FeO3 in a non-equilibrium geometry.

Output
E_tot = -2348.62389 Eh
charge = -1
highest occupied orbital energy (spin up / spin down) = -3.27 / -3.42 eV
HOMO-LUMO gap (spin up / spin down) = 5.7209 / 5.8765 eV
2S+1 = 5
energy relative to the best compared isomer or geometry (same formula, charge and spin) = 0.000 eV

Atoms and positions in Å:
C -0.2771 3.4558 3.9247
C 0.2582 -1.7536 1.3813
H 1.5763 -6.4050 -1.1107
H 1.4064 -4.6989 0.6119
H 2.2063 2.1462 2.3664
C 1.9413 4.0191 1.1467
Fe 0.2307 2.6011 0.1211
H -2.5894 1.9845 3.4145
C -2.5355 3.0105 3.0271
C -1.1070 3.3626 2.6540
H -2.8684 3.7089 3.8032
C 0.6159 -5.9000 -1.0812
H -0.2028 1.4384 -2.5201
C -1.7744 1.9153 -0.9603
H -1.6451 -4.8638 -1.9556
C -0.5187 3.6195 -1.9291
H 1.9085 5.2132 -0.7433
H 0.5705 -2.7197 1.7912
H -0.2301 -6.5773 -1.0300
H 1.7341 -0.7027 0.0125
H -0.1529 2.4498 4.3485
H -0.3984 -4.6462 0.4469
C -0.6911 2.1903 -1.8856
C -2.3014 3.1677 -0.5235
C -0.8841 -4.7913 -2.7438
C 0.5606 -4.7542 -0.0846
O -0.5846 2.4069 1.7596
H 0.4155 -0.9559 2.1219
H -1.1125 4.3784 2.2042
H -1.6996 -2.7155 1.5005
C 2.3057 2.9904 -0.8942
H -0.4967 -0.2827 -0.9038
H -1.0488 -3.8785 -3.3222
C -1.2208 -1.8800 0.9733
H -3.2263 3.0915 2.1850
C 2.4148 1.9865 0.1244
C 2.1650 2.6249 1.3895
H 2.5893 -4.6532 -2.6812
H -0.8074 4.0926 4.6465
H 1.6006 -5.5606 -3.8449
O 0.6370 -3.7505 -1.1426
H -2.1674 0.9285 -0.7057
C 1.6099 -4.6981 -3.1676
H 0.7102 3.9006 3.7687
H -1.7010 5.2891 -0.9565
H -3.2036 3.2990 0.0768
C -1.5304 4.2175 -1.1010
H -0.9819 -5.6589 -3.4065
H 1.5115 -2.4477 -0.2082
C 0.5007 -4.7992 -2.1431
C 0.9950 -1.5175 0.0489
O -1.2975 -2.1478 -0.4312
H 2.5219 2.8437 -1.9547
H 1.8240 4.7754 1.9194
H 1.4494 -3.7995 -3.7682
C -0.1834 -1.3579 -0.9363
H 2.6977 0.9420 -0.0172
H 0.0275 -1.6170 -1.9864
C 2.0103 4.2438 -0.2556
H 0.1789 4.1580 -2.5840
H -1.7354 -0.9188 1.2099

Cartesian forces, eV/Å:
C 0.09 0.05 0.41
C 0.09 -0.05 -0.03
H -0.02 -0.27 0.10
H -0.22 0.18 -0.06
H -0.23 0.12 -0.37
C 0.58 -0.75 -0.23
Fe -0.19 0.80 -0.35
H 0.08 0.16 -0.02
C -0.38 0.08 0.20
C 0.49 -0.58 -0.98
H -0.20 -0.12 0.04
C 0.17 0.21 -0.04
H -0.07 0.49 0.46
C -0.17 0.82 -0.91
H 0.18 0.14 -0.21
C -1.06 -0.25 -0.25
H -0.12 -0.39 0.09
H 0.15 0.28 0.24
H 0.12 -0.28 -0.10
H -0.74 -0.12 0.19
H 0.00 0.18 -0.01
H 0.34 -0.07 -0.02
C -0.75 0.23 0.23
C 0.24 -0.15 -0.86
C -0.15 0.08 -0.25
C -0.13 0.61 0.09
O -1.00 0.27 1.91
H -0.13 -0.27 -0.24
H -0.04 -0.21 -0.07
H -0.15 0.28 -0.11
C 0.62 0.50 0.67
H 0.23 -0.78 -0.12
H -0.09 -0.06 0.07
C -0.56 0.46 0.35
H 0.19 -0.06 0.02
C 0.14 0.51 0.34
C 0.97 0.52 -0.66
H -0.16 0.08 -0.05
H 0.15 -0.13 0.07
H -0.05 0.08 0.09
O 0.24 -2.35 -0.39
H 0.14 0.43 -0.09
C -0.12 -0.13 -0.13
H -0.08 -0.19 -0.15
H 0.20 -0.48 0.00
H 0.57 -0.06 0.02
C 0.17 -0.90 -0.31
H -0.08 0.10 0.00
H 0.20 0.87 0.21
C -0.13 -0.16 0.02
C -0.02 -0.51 -0.33
O 1.25 0.77 0.46
H -0.37 0.02 0.39
H -0.26 -0.18 -0.27
H 0.18 0.02 0.03
C -0.38 1.39 -0.13
H -0.09 0.55 0.00
H -0.11 -0.10 0.54
C 0.69 -0.77 0.15
H -0.30 -0.33 0.53
H 0.11 -0.59 -0.16



[3]
DFT (ωB97M-V/def2-TZVPD) results for 3 unconnected molecules or ions with the total composition C18H44N3O3.

Output
E_tot = -1101.94061 Eh
charge = +1
highest occupied orbital energy = -10.89 eV
HOMO-LUMO gap = 8.3869 eV
2S+1 = 1

Atoms and positions in Å:
H -1.3268 -1.6997 0.4358
N -7.9745 0.4624 -0.6123
C 2.0163 -1.4090 -0.5803
H 7.2438 -3.1341 1.4784
H -8.2014 3.6727 0.4524
C -1.9885 -0.1419 -0.9262
O -5.5895 1.4394 0.7645
O 8.5333 -2.0227 0.2899
H -4.3850 -2.3929 0.1258
H -2.8166 -3.1727 -0.1850
H 6.6337 -0.8141 -0.8278
H -5.3409 3.4772 1.0805
H -6.9243 0.5582 1.9762
H 1.1173 -1.7986 -1.0458
H 4.8590 0.6147 -1.2958
C -6.8663 1.4754 1.3857
C 3.2813 -0.6426 1.2269
H 3.4314 -0.4335 2.2836
N -0.9873 -0.5782 -1.9185
H 5.4473 2.2351 -1.0519
H 3.1910 2.4517 -0.4877
C 7.6634 -3.1161 0.4656
H 4.1963 -1.0480 0.7944
H 6.8374 -3.1074 -0.2587
H -1.2108 -0.1562 -2.8157
C 8.0414 -0.7982 0.7905
N 2.1079 0.0731 -0.7480
H 2.5789 0.3296 -1.6154
C 2.1151 -1.5869 0.9263
H 2.0005 1.0308 1.1130
H -1.1420 -1.5739 -2.0681
H -2.3086 -0.4500 1.2115
H -3.6970 0.0200 -2.2045
H 1.2272 -1.1658 1.4045
C -3.7470 -2.8313 -0.6477
H -4.1187 -0.3128 -0.5226
C -3.4075 -0.5566 -1.3219
C 7.1519 -0.0675 -0.2188
H -7.0862 0.5429 -1.0978
H -9.2488 2.8775 -0.7303
H 6.6598 1.7361 0.8409
H 8.9181 -0.1975 1.0388
C -5.0648 2.6906 0.3715
H -6.9151 2.3239 2.0801
H 1.1547 0.4438 -0.8287
H 7.4877 -0.9693 1.7252
H 8.2421 -4.0244 0.3120
H 2.2126 -2.6258 1.2265
H -3.9774 2.5990 0.3606
H 2.8931 -1.8604 -1.0431
H 5.6957 0.3609 1.3051
H -7.5296 3.0217 -1.0500
H 3.9483 2.3275 1.0776
C -8.0500 1.5023 0.4132
H -7.9737 -0.4575 -0.1845
C 5.0583 1.3673 -0.5196
H 7.7835 0.5098 -0.8964
O -3.5206 -1.9118 -1.7013
H -1.9780 0.9529 -0.9115
H -5.3978 2.9886 -0.6257
C 3.7505 1.7704 0.1608
H -4.2541 -3.6937 -1.0756
C -8.2658 2.8514 -0.2633
H -0.6458 -0.1002 0.7479
C 2.8110 0.6264 0.5051
C -1.5533 -0.6322 0.4472
C 6.1394 0.8619 0.4420
H -8.9354 1.2882 1.0206

Cartesian forces, eV/Å:
H -0.02 -0.01 0.01
N 0.09 -0.05 0.08
C 0.04 -0.75 0.18
H 0.03 0.00 0.01
H 0.00 0.00 0.00
C -0.01 -0.02 0.01
O 0.07 -0.03 -0.06
O 0.13 0.02 0.14
H 0.00 -0.01 0.00
H 0.00 0.02 0.01
H -0.05 -0.04 0.03
H 0.01 0.01 0.00
H 0.03 -0.01 -0.01
H -0.07 0.23 -0.06
H 0.03 -0.05 0.04
C -0.02 -0.03 0.04
C -0.14 0.00 -0.17
H 0.06 -0.06 0.01
N 0.11 0.18 0.09
H -0.01 -0.02 -0.11
H 0.00 0.10 0.06
C -0.08 0.04 -0.08
H 0.09 0.08 0.07
H 0.00 0.02 0.04
H 0.04 0.02 0.00
C 0.00 -0.01 -0.05
N -0.23 0.11 -0.06
H 0.15 0.00 0.11
C -0.03 0.47 -0.01
H -0.09 0.05 -0.09
H 0.00 0.00 -0.03
H -0.04 0.01 -0.04
H 0.00 -0.02 -0.01
H -0.13 -0.28 0.01
C -0.11 0.01 0.00
H 0.04 0.02 0.01
C -0.15 0.05 -0.01
C 0.04 0.05 0.08
H -0.03 0.02 -0.03
H 0.01 -0.01 -0.02
H -0.01 -0.02 0.13
H -0.05 0.01 0.00
C 0.01 0.00 0.03
H -0.03 0.00 -0.01
H -0.05 -0.12 -0.11
H 0.00 -0.04 -0.02
H 0.00 0.02 -0.03
H 0.22 0.01 -0.01
H 0.00 0.01 0.00
H -0.02 0.08 -0.15
H -0.05 -0.01 -0.02
H 0.01 0.00 0.01
H 0.05 -0.02 0.03
C -0.02 0.00 -0.07
H -0.06 0.00 -0.01
C 0.01 -0.01 0.01
H -0.04 -0.09 -0.14
O 0.17 -0.04 0.03
H -0.04 0.00 -0.01
H -0.02 0.00 0.01
C 0.06 -0.14 -0.21
H 0.00 0.00 0.00
C -0.01 0.00 0.01
H -0.01 -0.03 0.07
C -0.07 0.07 0.29
C 0.09 0.06 0.02
C 0.06 0.11 -0.03
H 0.01 0.03 0.03



Which value of 2S+1 does entry 3 give?
1